The following is a DFT calculation (wB97M-V/def2-TZVPD) of a cluster of 4 separate species, C4H15N2O2 in total at a distorted geometry.

Positions of all 23 atoms, in Å:
C1 -0.688 1.939 -0.590
C2 -0.603 1.084 0.640
C3 0.597 -0.014 0.880
N1 2.719 -1.467 -0.414
C4 2.346 -0.078 -0.712
N2 1.756 0.571 0.400
H1 -1.592 2.577 -0.712
H2 -0.544 1.231 -1.462
H3 0.111 2.666 -0.753
H4 -0.332 1.801 1.438
H5 -1.526 0.514 0.762
H6 0.480 -0.178 1.958
H7 0.411 -0.993 0.441
H8 3.224 -1.492 0.468
H9 -0.999 -0.617 -0.621
H10 3.191 0.594 -0.914
H11 1.675 -0.074 -1.626
H12 -1.884 -2.549 0.904
H13 3.368 -1.780 -1.133
O1 -1.745 -1.739 0.394
H14 -4.233 0.092 -0.559
H15 -2.850 -0.566 -0.057
O2 -3.317 0.261 -0.318

DFT total energy (Ha): -420.77444
E_HOMO (eV): -14.3
Largest force on an atom (eV/A): 4.7
Spin multiplicity: 1
Charge: +1
ΔE to the lowest compared entry with this formula, charge and spin (kJ/mol): 1100.1
E_LUMO (eV): -8.33